<i>
Formula: CN2O2
Source: the Open Molecules 2025 dataset
Level of theory: ωB97M-V/def2-TZVPD

**HOMO-LUMO gap (spin up / spin down)**: 9.09 / 6.56 eV
**Molecular weight**: 72.02 g mol⁻¹

The geometry in XYZ format:
```
5
Properties=species:S:1:pos:R:3:nbo_charge:R:1
O 0.03389 1.79382 1.49803 -0.4913
N -1.05452 -1.19708 -1.69001 0.3356
O -0.05566 -1.26156 -1.19497 0.0022
C 0.29095 0.79144 0.93231 0.6885
N 0.71456 -0.16275 0.34093 -0.5350
```


<ii>
Formula: CN2O2
Source: the Open Molecules 2025 dataset
Level of theory: ωB97M-V/def2-TZVPD

**HOMO-LUMO gap**: 13.66 eV
**Molecular weight**: 72.02 g mol⁻¹
**Structure (SMILES)**: O=C=O.N#N

The geometry in XYZ format:
```
5
Properties=species:S:1:pos:R:3:nbo_charge:R:1
N 2.05862 0.38008 -0.26583 0.0134
O -0.46228 0.66943 0.12311 -0.5193
N 2.22963 -0.61794 0.15893 -0.0121
O -2.37937 -0.52586 -0.09354 -0.5026
C -1.44660 0.09429 0.07733 1.0206
```


What should be chosen as the most stable of them? Choose <ii>.


<i>
Formula: C8H22BrMgN2O2
Source: the Open Molecules 2025 dataset
Level of theory: ωB97M-V/def2-TZVPD

**Total charge**: +1
**HOMO-LUMO gap**: 4.67 eV
**Molecular weight**: 282.48 g mol⁻¹

The geometry in XYZ format:
```
36
Properties=species:S:1:pos:R:3:nbo_charge:R:1
O -0.61232 -1.78832 -4.45396 -0.5445
O 2.65554 3.43979 3.63073 -0.5475
H 4.08002 4.58903 4.52076 0.2098
H -2.14586 -4.18711 -1.15323 0.3609
N 2.16933 1.16475 2.06083 -0.9959
H 0.67409 3.32202 4.19735 0.1906
C -0.80516 -0.67591 -5.31400 -0.2414
C 1.49885 2.69873 3.82760 -0.0832
C 3.22359 3.98270 4.79931 -0.2561
Mg 2.09901 0.39106 0.04722 1.6809
C -0.30641 1.45271 2.60956 -0.6171
H -0.81379 -1.33356 -2.44585 0.1441
C -1.39935 -1.72208 -3.29078 -0.0590
H -3.99613 -3.13424 -2.73185 0.2212
C -1.84167 -3.13992 -2.88484 -0.0629
H -1.86010 -0.39380 -5.33745 0.1712
H -0.98564 -3.76274 -3.16788 0.1844
H -3.26278 -4.66029 -3.17789 0.2131
C -3.22037 -3.58273 -3.34736 -0.6203
H 1.49108 1.86537 4.54765 0.1731
N -1.83010 -3.25944 -1.39380 -0.8656
H -0.57547 1.10956 1.60809 0.2149
H 3.63073 3.25366 5.51813 0.1759
H -2.27252 -1.08132 -3.44179 0.1696
H -0.49798 -0.94315 -6.31999 0.2007
H 3.06506 1.62593 2.24374 0.4141
C 1.08833 2.09293 2.48300 -0.0661
H -0.22609 0.17253 -4.93972 0.1512
H -1.02389 2.20113 2.92269 0.2459
H -0.95903 -3.04645 -0.93389 0.3553
H 0.99231 2.86771 1.71770 0.1943
Br 0.93217 -1.63297 0.66134 -0.7525
H -3.34384 -3.33925 -4.40142 0.2181
H -0.24152 0.58310 3.26261 0.2239
H 2.46233 4.50995 5.38471 0.1818
H 2.15758 0.36063 2.69269 0.4170
```


<ii>
Formula: C8H22BrMgN2O2
Source: the Open Molecules 2025 dataset
Level of theory: ωB97M-V/def2-TZVPD

**Total charge**: +1
**HOMO-LUMO gap**: 5.19 eV
**Molecular weight**: 282.48 g mol⁻¹

The geometry in XYZ format:
```
36
Properties=species:S:1:pos:R:3:nbo_charge:R:1
H -23.09337 -2.68897 16.17680 0.2133
H -23.23289 -1.79473 13.39248 0.1958
N -23.19693 -2.55584 14.05544 -0.7931
Br -23.18489 -1.04820 12.16835 -0.5428
H -21.59308 -0.86590 15.42861 0.2128
H -26.80471 -1.98880 14.35513 0.1871
H -29.77802 -0.31912 15.23128 0.2054
H -27.41869 -2.89026 10.63900 0.2063
O -25.47832 -1.60365 16.85272 -0.5446
N -25.38236 -2.11742 12.04801 -0.9026
C -23.41503 -1.99884 15.39682 -0.0712
H -27.48286 -2.36281 16.71065 0.1586
H -26.25108 -0.37630 13.82252 0.1525
H -22.88942 0.06563 14.74392 0.1863
H -27.52422 -3.58136 12.04504 0.2096
O -28.32892 -0.75322 13.79501 -0.5432
H -22.93012 -0.14687 16.46083 0.2376
H -22.24054 -2.87766 14.09854 0.3655
H -25.24710 -2.92747 12.63590 0.3956
H -25.47650 -2.71355 15.15537 0.1479
C -26.92348 -1.48567 17.03594 -0.2575
C -22.65620 -0.64919 15.53306 -0.6339
C -26.96440 -1.18038 13.64164 -0.0748
C -24.98350 -1.82295 15.54509 -0.0405
C -26.72982 -1.54249 12.20534 -0.0760
H -28.77224 -2.38663 11.75844 0.2485
H -28.18420 0.24233 15.58621 0.1658
H -27.10025 -1.35911 18.10404 0.2088
H -28.63072 -1.51792 15.83083 0.1837
C -27.70630 -2.58400 11.64477 -0.6256
H -25.25877 -1.05819 14.81882 0.1373
H -24.74295 -1.46303 12.47582 0.2968
C -28.73168 -0.62411 15.21520 -0.2460
H -26.72383 -0.67872 11.54054 0.1833
Mg -23.51421 -1.39751 10.23676 1.6725
H -27.31654 -0.57850 16.57697 0.1807
```


What should be chosen as the most stable of them? Choose <i>.


<i>
Formula: C8H16N3
Source: the Open Molecules 2025 dataset
Level of theory: ωB97M-V/def2-TZVPD

**Total charge**: +1
**HOMO-LUMO gap (spin up / spin down)**: 5.73 / 7.67 eV
**Multiplicity**: 3
**Molecular weight**: 154.24 g mol⁻¹

The geometry in XYZ format:
```
27
Properties=species:S:1:pos:R:3:nbo_charge:R:1
C 3.98072 1.05005 0.55656 -0.6981
H -3.46557 -0.06019 1.62576 0.2054
H -3.99491 -0.11007 -0.16669 0.2188
H 1.52132 -2.67738 -0.71343 0.2585
H -2.67252 1.05708 -1.91246 0.2332
C -1.91577 1.39643 -1.09730 -0.6153
H -0.97059 -2.81740 0.15263 0.3872
C 1.66420 -1.61271 -0.47500 -0.2292
H 3.82426 1.23431 1.68788 0.2772
H 3.78370 -1.73334 -0.22454 0.4639
N 1.56426 0.51112 0.02591 -0.5780
C -1.53424 -0.92637 -0.24730 -0.1047
H -1.47299 -1.22808 -1.33011 0.2018
H 5.00836 0.68350 0.16667 0.2756
H -1.44719 0.90049 0.93402 0.1892
C -3.40832 0.37946 0.61217 -0.5960
N 2.94321 -1.09468 -0.19446 -0.4589
C 2.89146 0.14009 0.13181 0.4347
N -1.62717 -2.01236 0.50597 -0.7107
H -3.65821 1.44874 0.74138 0.2164
C -1.98476 0.47143 0.11346 -0.3051
H 3.77074 2.11030 0.36981 0.2694
H -1.98175 2.57942 -0.95884 0.2334
C 0.80327 -0.53030 -0.37169 0.3736
H 1.27803 1.51040 0.10328 0.4559
H -2.03803 -2.07160 1.44251 0.4106
H -0.86149 1.40166 -1.47801 0.1914
```


<ii>
Formula: C8H16N3
Source: the Open Molecules 2025 dataset
Level of theory: ωB97M-V/def2-TZVPD

**Total charge**: +1
**HOMO-LUMO gap (spin up / spin down)**: 6.23 / 8.59 eV
**Multiplicity**: 3
**Molecular weight**: 154.24 g mol⁻¹

The geometry in XYZ format:
```
27
Properties=species:S:1:pos:R:3:nbo_charge:R:1
H 3.53836 0.09357 -1.61482 0.4293
N 2.83469 0.80168 -1.67672 -0.7699
H 0.43313 -0.55328 2.43742 0.2365
H -1.05556 0.96131 3.77625 0.2399
C -1.25739 0.53476 2.76681 -0.6149
C 1.67955 0.81204 -1.00330 0.6574
N 0.77068 1.80054 -1.20286 -0.5608
C 0.04649 0.41160 0.53092 0.2981
H 0.68430 2.41126 -1.97005 0.4263
H -0.25489 -1.34351 -2.35973 0.2020
N 1.26796 -0.03163 -0.07270 -0.5790
H -1.14668 1.21968 -1.18807 0.2313
C 0.03660 0.44849 2.00358 -0.4991
H -2.03426 1.22064 2.40009 0.2137
H 1.86889 -0.72185 0.36485 0.4426
H 0.65581 1.31512 2.22857 0.2280
C -1.23859 -1.28759 -0.26812 -0.1417
H -0.73495 2.48748 0.14669 0.2389
H 0.31311 -2.83186 -0.64582 0.2207
H -2.16054 -1.08751 0.17407 0.1944
H -1.95780 -1.71019 -2.15648 0.2183
H -1.77204 -0.44452 2.74819 0.2221
C -0.45929 1.56607 -0.40095 -0.2837
H 3.11711 1.61060 -2.28583 0.4375
H -1.43924 -3.36257 -0.44865 0.2303
C -1.02816 -1.70630 -1.73782 -0.4495
C -0.70728 -2.61400 -0.54552 -0.4687
```


What should be chosen as the most stable of them? Choose <ii>.


<i>
Formula: C2H3OPS
Source: the Open Molecules 2025 dataset
Level of theory: ωB97M-V/def2-TZVPD

**HOMO-LUMO gap**: 8.06 eV
**Molecular weight**: 106.09 g mol⁻¹

The geometry in XYZ format:
```
8
Properties=species:S:1:pos:R:3:nbo_charge:R:1
C 1.98441 -0.69396 0.20146 -0.2303
S -1.53255 -0.31191 0.57101 0.8645
C 1.37101 -0.28220 -0.75276 -0.2426
O -2.08542 -1.29100 -0.35751 -0.8868
H 0.84468 0.04891 -1.60041 0.2357
H -1.29871 2.03734 1.05596 -0.0384
P -1.86664 1.55434 -0.10409 0.0629
H 2.58324 -1.06152 0.98634 0.2350
```


<ii>
Formula: C2H3OPS
Source: the Open Molecules 2025 dataset
Level of theory: ωB97M-V/def2-TZVPD

**HOMO-LUMO gap**: 6.78 eV
**Molecular weight**: 106.09 g mol⁻¹
**Structure (SMILES)**: CC(=O)P=S

The geometry in XYZ format:
```
8
Properties=species:S:1:pos:R:3:nbo_charge:R:1
H -1.51448 -0.64474 0.81726 0.2410
H -1.50403 0.45852 -0.63299 0.2230
O 0.27354 1.51767 1.26744 -0.5180
H -0.48096 -0.98875 -0.64835 0.2134
C 0.31538 0.76208 0.33705 0.2972
S 2.15738 -1.34575 -0.23166 -0.3191
P 1.72703 0.46288 -0.89765 0.5759
C -0.97386 -0.22191 -0.01111 -0.7134
```


What should be chosen as the most stable of them? Choose <ii>.


<i>
Formula: C20H21ClN4O2
Source: the Open Molecules 2025 dataset
Level of theory: ωB97M-V/def2-TZVPD

**HOMO-LUMO gap**: 8.46 eV
**Molecular weight**: 384.87 g mol⁻¹
**Structure (SMILES)**: CCc1ccccc1NC(=O)CN1C(=O)[C@H]2CCCN2c2ncc(Cl)cc21

The geometry in XYZ format:
```
48
Properties=species:S:1:pos:R:3:nbo_charge:R:1
H 1.42711 -0.58429 -3.96490 0.2128
H -1.48168 -2.69340 2.21833 0.2423
Cl -3.84581 1.20291 4.37233 -0.0103
C -1.82108 0.01211 2.88773 -0.2233
H -2.52777 -0.75050 2.61600 0.2495
H -1.14645 1.13672 -4.67084 0.2116
H -0.04748 -1.47774 -0.93582 0.4295
C -1.01789 -0.07682 -2.89570 -0.0426
C 3.60758 2.00210 1.23506 -0.4093
N 1.72776 1.09350 2.36701 -0.4160
H 2.55823 0.87439 -0.27765 0.2041
C -0.84306 -2.37421 1.36934 -0.3075
C -0.46159 -0.09673 2.49367 0.0878
C 2.47624 2.34890 2.20217 -0.2052
C -1.23700 2.03855 4.04813 0.0181
H 4.03875 0.11690 0.21940 0.2281
H -4.29530 -1.77985 -4.20312 0.2178
H 2.90650 2.73606 3.11721 0.2082
H 1.79609 3.11849 1.73494 0.2035
H 2.46574 0.08853 -2.64785 0.2093
C 1.47284 -0.34822 -2.90500 -0.5982
H 0.40147 1.52396 -2.93516 0.2168
C -1.62755 0.37112 -4.07910 -0.2054
H 4.54083 1.82116 1.79682 0.2042
N 0.01440 -1.22393 1.76349 -0.4285
H 3.03212 -0.48195 2.35027 0.2085
C -1.63193 -1.14954 -2.13882 0.2104
H -3.28486 0.06064 -5.45263 0.2115
H -0.24520 -3.23986 1.07448 0.2573
C -2.82980 -0.22379 -4.50458 -0.2194
H 0.37292 0.66217 -1.39391 0.1997
C -2.19735 1.07160 3.70899 -0.0861
C -2.80753 -1.74380 -2.62565 -0.2332
C -1.72107 -2.00014 0.16031 0.6691
C 3.18858 0.66484 0.58090 -0.3901
C 1.31674 -1.13001 1.22838 0.7042
O -2.93472 -2.10736 0.30315 -0.5957
C 0.29292 0.55336 -2.46905 -0.4327
H -3.22865 -2.57585 -2.07123 0.2343
N -1.05351 -1.59259 -0.98554 -0.6547
C 0.40579 1.02190 2.82401 0.3776
N 0.03570 2.02593 3.59830 -0.4462
C -3.39575 -1.29643 -3.81422 -0.2081
O 1.66343 -1.88337 0.33479 -0.6180
H 3.77867 2.79284 0.46530 0.2269
H -1.53470 2.86708 4.68600 0.2065
C 2.33044 -0.04896 1.63844 -0.1214
H 1.36686 -1.32641 -2.42418 0.2018
```


<ii>
Formula: C20H21ClN4O2
Source: the Open Molecules 2025 dataset
Level of theory: ωB97M-V/def2-TZVPD

**HOMO-LUMO gap**: 8.49 eV
**Molecular weight**: 384.87 g mol⁻¹
**Structure (SMILES)**: CCC(=O)NCCc1nc2cc(NC(=O)c3ccc(Cl)cc3)ccc2n1C

The geometry in XYZ format:
```
48
Properties=species:S:1:pos:R:3:nbo_charge:R:1
H 5.72467 -1.89967 -0.79487 0.4010
N 5.33240 -0.97462 -0.76618 -0.6152
C 1.83497 -0.36473 0.44669 0.4048
C -8.35385 -1.17297 0.56143 -0.2323
H -6.55858 -2.15052 1.20423 0.2406
C -8.02890 0.72985 -0.88439 -0.2356
H 3.17623 -1.92550 0.86798 0.2385
H -8.44594 1.52184 -1.48661 0.2292
H 2.18532 2.84046 -0.22342 0.2072
H 8.05233 0.26803 -1.15977 0.2320
H -0.31997 3.17307 0.33134 0.2151
H 9.10327 -1.65301 0.06958 0.2259
C 8.03307 -1.62190 -0.12283 -0.6193
C 6.09612 0.07584 -0.39624 0.6834
H 7.52964 -2.10163 0.71462 0.2082
C -0.67670 2.15479 0.29775 -0.2364
C 3.22042 -0.89511 0.51610 -0.4621
N 0.77323 -1.11647 0.36826 -0.4736
C -2.51129 0.56010 0.17090 0.1229
H 2.39345 2.54742 1.51267 0.2008
C -4.65182 -0.72270 0.09239 0.6676
C -6.98478 -1.33949 0.63376 -0.1551
C -1.65153 -0.52484 0.21455 -0.2313
C 2.45798 2.09071 0.52109 -0.4284
H 7.84708 -2.19442 -1.02974 0.2020
H 3.80990 -0.30241 1.21846 0.2267
C -8.86901 -0.13189 -0.19601 -0.0168
C -2.02362 1.87808 0.21169 -0.2508
H 7.93007 0.41481 0.58279 0.2327
H 3.48627 1.78142 0.34103 0.2563
H -4.40973 1.28882 0.05078 0.3982
C 7.58897 -0.17238 -0.27252 -0.4929
H -9.01904 -1.84411 1.08138 0.2307
C -0.29130 -0.25720 0.30264 0.1063
O 5.61813 1.18010 -0.20843 -0.6518
C -6.12345 -0.46713 -0.02591 -0.1358
H -2.01872 -1.53502 0.18668 0.2638
N -3.90379 0.41477 0.07853 -0.5883
H 3.69962 0.13548 -1.32814 0.2170
N 1.55536 0.97537 0.42578 -0.3692
H -2.72946 2.69683 0.17658 0.2024
H -6.01627 1.22058 -1.36156 0.2157
C 0.18853 1.07349 0.34239 0.1450
O -4.21216 -1.84784 0.20617 -0.6002
C 3.89756 -0.83591 -0.86692 -0.2125
H 3.50360 -1.62049 -1.51312 0.2137
Cl -10.57915 0.08867 -0.29603 0.0113
C -6.65913 0.56141 -0.79551 -0.1916
```


What should be chosen as the most stable of them? Choose <ii>.


<i>
Formula: CH2INOS
Source: the Open Molecules 2025 dataset
Level of theory: ωB97M-V/def2-TZVPD

**HOMO-LUMO gap**: 8.49 eV
**Molecular weight**: 203.00 g mol⁻¹

The geometry in XYZ format:
```
7
Properties=species:S:1:pos:R:3:nbo_charge:R:1
H -0.71492 -1.36571 -0.35951 0.4722
C -1.54729 0.46574 -0.08200 0.1962
N -1.59811 -0.73930 -0.16313 -0.6670
H 2.57066 -0.15676 1.16856 0.0301
S -1.79267 1.99724 0.05857 -0.0240
O 1.17926 -0.84626 -0.68481 -1.0743
I 1.90307 0.64504 0.06231 1.0669
```


<ii>
Formula: CH2INOS
Source: the Open Molecules 2025 dataset
Level of theory: ωB97M-V/def2-TZVPD

**HOMO-LUMO gap**: 8.13 eV
**Molecular weight**: 203.00 g mol⁻¹

The geometry in XYZ format:
```
7
Properties=species:S:1:pos:R:3:nbo_charge:R:1
C -0.01418 -0.82827 0.23751 0.3030
H -0.27531 -0.76165 -1.74382 0.4272
O 0.02259 0.76573 1.56359 -0.9039
S 0.01069 -2.15985 1.04498 0.1568
N -0.09467 -0.24267 -0.90209 -0.7996
I 0.39231 2.43832 0.72968 0.4044
H -0.04144 0.78840 -0.92985 0.4123
```


What should be chosen as the most stable of them? Choose <ii>.